1.
The following is a quantum chemistry calculation of a cluster of 3 separate species, C5H16N2O in total, from the Open Molecules 2025 dataset.

Geometry as ORCA input:
```
! RIJCOSX wB97M-V def2-TZVPD def2/J DEFGRID3
* xyz 0 1
O -1.318 -2.140 -0.391
N 0.015 -0.108 -0.813
N -0.181 -0.318 2.328
C -0.524 1.137 -1.294
C 1.052 -0.089 0.158
C 2.282 -0.741 -0.505
C 0.694 -0.937 1.394
C -2.005 1.323 -1.183
H 0.140 -1.795 0.949
H -0.692 -0.927 -0.649
H 3.231 -0.416 -0.064
H 1.583 -1.300 1.923
H -2.146 -2.176 0.106
H -0.224 1.960 1.434
H -0.630 0.562 1.875
H -2.375 1.276 -0.154
H 1.391 0.917 0.450
H 2.356 -0.492 -1.563
H -2.341 2.221 -1.706
H 0.044 1.930 -0.797
H -2.542 0.539 -1.732
H 0.313 0.135 3.094
H 2.209 -1.837 -0.470
H -0.330 1.275 -2.390
*
```

Calculated values
LUMO level: -0.130 Eh
HOMO level: -8.19 eV
Molar mass: 120.20 g/mol

=====

2.
The following is a quantum chemistry calculation of a cluster of 2 separate species, C5H16N2O in total, from the Open Molecules 2025 dataset.

Geometry as ORCA input:
```
! RIJCOSX wB97M-V def2-TZVPD def2/J DEFGRID3
* xyz 0 1
O -3.179 2.377 -0.022
N 1.091 -2.100 1.239
N -0.399 0.923 -0.501
C 1.778 -3.181 0.551
C -0.247 -0.344 0.222
C 1.194 -0.787 0.636
C 0.573 1.928 -0.098
C -0.616 0.833 -1.940
H 1.810 -0.817 -0.265
H -2.679 3.113 0.350
H -1.653 1.056 -2.171
H 0.484 2.134 0.974
H 1.445 -4.150 0.919
H 1.230 -2.146 2.237
H 1.534 -0.091 1.389
H -0.837 -0.276 1.145
H -2.536 1.652 -0.012
H 1.612 1.602 -0.299
H -0.630 -1.148 -0.394
H -0.337 -0.141 -2.339
H 2.868 -3.166 0.685
H 0.473 2.831 -0.706
H 1.563 -3.160 -0.515
H -0.018 1.566 -2.475
*
```

Calculated values
SMILES: CNCCN(C)C.O
LUMO level: 0.030 Eh
HOMO level: -8.08 eV
Molar mass: 120.20 g/mol

=====

2 wins, 646.2 kJ/mol ahead of the next structure.

=====

1.
The following is a quantum chemistry calculation of the molecule C3H9N3O, from the Open Molecules 2025 dataset.

Geometry as ORCA input:
```
! RIJCOSX wB97M-V def2-TZVPD def2/J DEFGRID3
* xyz 0 1
O -1.656 1.245 -0.024
N -0.430 -0.423 -1.879
N 0.269 -0.008 -0.407
N 0.764 -1.279 0.051
C -0.883 0.475 0.467
C 1.219 1.018 -0.290
C -0.930 -0.072 1.860
H 0.364 -0.217 -2.486
H -1.552 0.595 2.452
H 2.195 0.746 -0.680
H -1.077 0.354 -2.021
H 0.827 1.982 -0.581
H 1.775 -1.228 0.042
H 0.064 -0.166 2.286
H 0.433 -1.956 -0.628
H -1.382 -1.066 1.840
*
```

Calculated values
LUMO level: 0.035 Eh
HOMO level: -7.24 eV
Molar mass: 103.12 g/mol

=====

2.
The following is a quantum chemistry calculation of the molecule C3H9N3O, from the Open Molecules 2025 dataset.

Geometry as ORCA input:
```
! RIJCOSX wB97M-V def2-TZVPD def2/J DEFGRID3
* xyz 0 1
O 0.761 -1.006 0.010
N -2.077 0.828 -0.492
N 2.740 -0.137 -0.369
N 0.974 1.112 0.587
C -0.551 -0.867 0.703
C 1.512 0.096 0.033
C -1.717 -0.606 -0.348
H 2.877 -0.983 -0.907
H -1.152 -0.799 -1.255
H -2.561 1.060 0.434
H 1.440 1.951 0.659
H -0.711 -1.740 1.551
H -1.143 1.306 -0.409
H -0.610 0.299 1.324
H -2.713 -1.126 -0.284
H 2.932 0.613 -1.237
*
```

Calculated values
SMILES: [H]/N=C(\N)OCCN
LUMO level: 0.023 Eh
HOMO level: -9.16 eV
Molar mass: 103.12 g/mol

=====

2 wins, 161.8 kJ/mol ahead of the next structure.

=====

1.
The following is a quantum chemistry calculation of a structure of composition C3H9N3O, from the Open Molecules 2025 dataset.

Geometry as ORCA input:
```
! RIJCOSX wB97M-V def2-TZVPD def2/J DEFGRID3
* xyz 0 1
O -1.620 1.363 1.529
N 0.796 -0.566 -1.815
N -0.281 0.558 -0.151
N -1.324 0.799 -1.045
C -0.885 0.295 1.097
C 1.780 -0.677 0.456
C 0.809 -0.206 -0.597
H -1.849 -0.550 0.544
H 1.644 -1.047 -2.095
H 1.347 -1.478 1.058
H -0.202 -0.021 1.878
H -2.065 1.709 0.734
H -1.969 -0.222 -0.732
H 2.672 -1.074 -0.026
H 2.058 0.140 1.122
H -0.910 0.978 -1.958
*
```

Calculated values
LUMO level: 0.033 Eh
HOMO level: -8.95 eV
Molar mass: 103.12 g/mol

=====

2.
The following is a quantum chemistry calculation of a cluster of 2 separate species, C3H9N3O in total, from the Open Molecules 2025 dataset.

Geometry as ORCA input:
```
! RIJCOSX wB97M-V def2-TZVPD def2/J DEFGRID3
* xyz 0 1
O -0.115 -0.402 -1.489
N -1.411 -0.342 0.306
N 0.526 0.024 0.759
N 2.001 0.186 0.570
C 0.847 0.561 -2.185
C -0.188 -0.156 -0.197
C -1.693 -0.192 1.669
H 2.257 -0.238 1.542
H -2.720 -0.469 2.009
H 0.618 0.239 -3.208
H -1.329 0.732 1.984
H -2.305 -0.409 -0.412
H 2.213 -0.572 -0.151
H 2.040 0.321 -1.815
H -1.243 -1.149 2.220
H 0.501 1.866 -1.601
*
```

Calculated values
LUMO level: 0.028 Eh
HOMO level: -7.92 eV
Molar mass: 103.12 g/mol

=====

1 wins, 237.5 kJ/mol ahead of the next structure.

=====

1.
The following is a quantum chemistry calculation of the molecule C3H4O3, from the Open Molecules 2025 dataset.

Geometry as ORCA input:
```
! RIJCOSX wB97M-V def2-TZVPD def2/J DEFGRID3
* xyz 0 1
O -0.129 -1.652 0.134
O 0.127 0.582 0.084
O -0.023 -1.153 -2.783
C 0.130 0.603 1.420
C -0.101 -0.622 -0.516
C -0.038 -0.276 -1.969
H 0.293 -0.515 1.962
H -0.164 0.860 -2.429
H -0.850 0.921 1.902
H 0.755 1.253 2.195
*
```

Calculated values
SMILES: COC(=O)C=O
LUMO level: -0.026 Eh
HOMO level: -10.68 eV
Molar mass: 88.06 g/mol

=====

2.
The following is a quantum chemistry calculation of a structure of composition C3H4O3, from the Open Molecules 2025 dataset.

Geometry as ORCA input:
```
! RIJCOSX wB97M-V def2-TZVPD def2/J DEFGRID3
* xyz 0 1
O -0.576 -0.876 -1.405
O -0.828 0.896 1.686
O 1.269 -0.682 -1.214
C -1.184 0.021 -0.684
C -0.694 0.214 0.596
C 0.596 -0.059 1.149
H 1.390 0.671 1.040
H 1.298 0.179 -1.676
H -1.908 0.715 -1.132
H 0.764 -0.932 1.777
*
```

Calculated values
LUMO level (alpha / beta): -0.037 / -0.015 Eh
HOMO level (alpha / beta): -9.42 / -8.70 eV
Molar mass: 88.06 g/mol

=====

3.
The following is a quantum chemistry calculation of a structure of composition C3H4O3, from the Open Molecules 2025 dataset.

Geometry as ORCA input:
```
! RIJCOSX wB97M-V def2-TZVPD def2/J DEFGRID3
* xyz 0 1
O 1.266 0.866 -0.188
O -1.005 -1.587 0.542
O 1.989 -1.249 0.441
C -0.279 -0.840 -0.292
C 1.097 -0.509 0.108
C -0.027 1.369 -0.098
H -0.713 0.311 -0.656
H -0.221 2.171 -0.818
H -1.743 -1.982 0.037
H -0.399 1.542 0.916
*
```

Calculated values
LUMO level: -0.005 Eh
HOMO level: -8.76 eV
Molar mass: 88.06 g/mol

=====

4.
The following is a quantum chemistry calculation of a structure of composition C3H4O3, from the Open Molecules 2025 dataset.

Geometry as ORCA input:
```
! RIJCOSX wB97M-V def2-TZVPD def2/J DEFGRID3
* xyz 0 1
O -0.072 1.421 0.167
O 2.505 -0.110 -0.274
O 0.431 -0.940 -0.075
C -0.831 0.460 0.006
C 1.406 -0.294 0.415
C -2.076 0.047 -0.123
H -2.295 -0.994 -0.299
H -2.879 0.767 -0.076
H 2.322 -0.373 -1.196
H 1.489 0.016 1.456
*
```

Calculated values
LUMO level: -0.001 Eh
HOMO level: -8.49 eV
Molar mass: 88.06 g/mol

=====

4 wins, 19.8 kJ/mol ahead of the next structure.

=====

1.
The following is a quantum chemistry calculation of a cluster of 2 separate species, C3H4O3 in total, from the Open Molecules 2025 dataset.

Geometry as ORCA input:
```
! RIJCOSX wB97M-V def2-TZVPD def2/J DEFGRID3
* xyz 0 1
O 0.555 0.636 1.310
O -0.910 -2.693 0.146
O -1.239 0.962 -0.654
C 0.040 0.621 -0.957
C 0.964 0.496 -0.003
C -0.511 -1.736 0.605
H 0.205 0.407 -2.006
H 0.093 -0.202 1.472
H -1.201 1.266 0.270
H 2.003 0.242 -0.183
*
```

Calculated values
LUMO level: 0.030 Eh
HOMO level: -8.96 eV
Molar mass: 88.06 g/mol

=====

2.
The following is a quantum chemistry calculation of a structure of composition C3H4O3, from the Open Molecules 2025 dataset.

Geometry as ORCA input:
```
! RIJCOSX wB97M-V def2-TZVPD def2/J DEFGRID3
* xyz 0 1
O 1.779 -1.426 0.089
O -1.267 -1.004 0.450
O 1.302 0.810 0.320
C -0.416 -0.250 -0.371
C 1.062 -0.479 -0.024
C -0.101 1.168 0.140
H -0.731 -0.378 -1.414
H -0.941 -1.914 0.382
H -0.180 2.030 -0.527
H -0.563 1.366 1.107
*
```

Calculated values
LUMO level: 0.028 Eh
HOMO level: -10.55 eV
Molar mass: 88.06 g/mol

=====

3.
The following is a quantum chemistry calculation of the molecule C3H4O3, from the Open Molecules 2025 dataset.

Geometry as ORCA input:
```
! RIJCOSX wB97M-V def2-TZVPD def2/J DEFGRID3
* xyz 0 1
O -1.474 1.679 0.037
O 1.070 0.533 0.965
O -2.167 -0.546 0.184
C 1.593 0.161 -0.379
C -1.236 0.455 0.157
C 0.069 -0.159 0.256
H 2.451 -0.579 -0.754
H -1.792 -1.447 -0.244
H 1.530 1.070 -0.942
H -0.045 -1.168 0.721
*
```

Calculated values
SMILES: O=C(O)[C@H]1CO1
LUMO level: 0.012 Eh
HOMO level: -10.65 eV
Molar mass: 88.06 g/mol

=====

2 wins, 60.0 kJ/mol ahead of the next structure.

=====

1.
The following is a quantum chemistry calculation of a cluster of 2 separate species, C3H4O3 in total, from the Open Molecules 2025 dataset.

Geometry as ORCA input:
```
! RIJCOSX wB97M-V def2-TZVPD def2/J DEFGRID3
* xyz 0 1
O 1.176 1.343 -0.726
O 0.654 -1.264 0.382
O 3.019 0.166 0.082
C -0.396 -0.950 -0.130
C 2.083 0.734 -0.308
C -1.249 0.201 0.312
H -1.779 0.672 -0.522
H -0.687 0.945 0.880
H -1.989 -0.271 0.967
H -0.831 -1.576 -0.936
*
```

Calculated values
SMILES: O=C=O.CC=O
LUMO level: 0.028 Eh
HOMO level: -10.20 eV
Molar mass: 88.06 g/mol

=====

2.
The following is a quantum chemistry calculation of the molecule C3H4O3, from the Open Molecules 2025 dataset.

Geometry as ORCA input:
```
! RIJCOSX wB97M-V def2-TZVPD def2/J DEFGRID3
* xyz 0 1
O 1.726 0.498 -0.893
O -1.583 -0.870 -0.841
O 0.459 -0.926 0.508
C -0.297 0.491 0.620
C 1.521 -0.627 -0.279
C -1.369 0.355 -0.389
H 2.055 -1.681 -0.277
H 0.458 1.247 0.726
H -0.996 0.275 1.495
H -1.975 1.237 -0.671
*
```

Calculated values
SMILES: O=CCOC=O
LUMO level: 0.008 Eh
HOMO level: -10.47 eV
Molar mass: 88.06 g/mol

=====

1 wins, 301.9 kJ/mol ahead of the next structure.